Record 1
ORCA calculation (ωB97M-V/def2-TZVPD) on C15H35N4O9PSc as an isolated structure.

Summary:
Energy = -2590.3752 a.u.
Energy above the lowest of the compared OMol25 structures with the same formula, charge and spin = 25.5 kcal/mol
E_LUMO (alpha / beta) = -7.26 / -7.27 eV
Highest occupied orbital energy (alpha / beta) = -11.38 / -11.37 eV
Total charge = +1
Frontier orbital gap (alpha / beta) = 0.151 / 0.151 Eh

Structure (XYZ):
```
65
Properties=species:S:1:pos:R:3:nbo_charge:R:1
H 2.435 -3.982 -0.418 0.485
C -1.879 0.437 -2.403 0.239
O 0.323 2.754 -1.416 -0.855
H -0.553 2.431 -3.207 0.166
C -0.066 1.408 2.548 0.248
C 0.964 0.453 2.368 0.222
H -0.372 3.445 3.042 0.283
H 4.448 0.253 -0.483 0.227
H 2.839 1.233 3.020 0.270
H 1.870 0.365 4.281 0.265
C 3.452 4.688 -2.149 -0.053
H -0.951 4.840 -3.741 0.221
C -1.147 -2.795 0.406 -1.168
O 2.770 -3.775 0.477 -0.960
H -0.936 -1.203 -4.670 0.251
H 3.790 0.528 1.165 0.192
H 4.666 2.687 -0.869 0.189
C 3.606 3.667 -3.257 -0.654
H 0.914 2.628 3.969 0.251
C 0.041 3.240 -2.747 -0.047
H 0.637 -1.456 -3.803 0.264
H 5.492 1.002 0.786 0.229
O 1.219 -1.179 -1.630 -0.532
H -1.589 4.497 -2.116 0.220
H -0.031 5.344 -2.319 0.232
C -2.707 0.992 -3.512 -0.689
H 0.188 0.143 -4.545 0.249
H 2.870 3.826 -4.063 0.214
C -0.179 -0.749 -4.002 -0.691
H -0.773 2.294 4.363 0.279
H -0.500 -3.242 1.173 0.234
O 2.188 4.561 -1.429 -0.864
H 0.996 3.271 -3.305 0.186
O -2.848 1.877 -0.864 -0.522
C -0.709 -0.428 -2.621 0.235
O 2.660 2.186 -0.568 -0.867
N -0.118 -0.846 -1.490 -0.160
H -1.034 -3.156 -0.624 0.234
H 4.290 4.627 -1.434 0.179
P 1.546 3.396 -0.479 1.612
C -0.080 2.510 3.537 -0.699
C -0.681 4.565 -2.722 -0.649
N -2.087 0.770 -1.120 -0.182
C 4.019 2.311 -0.057 -0.071
O 1.729 -1.189 1.020 -0.323
H 4.606 3.770 -3.708 0.232
O -1.865 2.322 1.498 -0.233
C 2.179 0.377 3.225 -0.706
H 4.082 3.015 0.792 0.179
H -2.239 -2.967 0.780 0.254
H -2.213 1.826 -4.027 0.249
H 3.509 2.642 -2.864 0.221
N 0.742 -0.394 1.323 0.014
H 2.177 -3.113 1.016 0.481
H 3.449 5.704 -2.574 0.206
C 4.464 0.933 0.386 -0.623
H 1.562 -1.130 -0.665 0.501
H -2.916 0.217 -4.252 0.246
N -1.038 1.349 1.586 0.064
H -2.499 2.189 0.055 0.498
H -3.645 1.339 -3.069 0.266
Sc -1.409 -0.721 0.475 1.594
H 2.765 -0.525 3.040 0.277
H -3.859 -1.141 1.966 0.505
O -3.090 -0.739 1.519 -1.115
```

---

Record 2
ORCA calculation (ωB97M-V/def2-TZVPD) on C5H10O as an isolated structure.

Summary:
Energy = -271.5882 a.u.
Energy above the lowest of the compared OMol25 structures with the same formula, charge and spin = 103.2 kcal/mol
E_LUMO = 0.91 eV
Highest occupied orbital energy = -8.66 eV
Total charge = 0
Frontier orbital gap = 0.352 Eh

Structure (XYZ):
```
16
Properties=species:S:1:pos:R:3:nbo_charge:R:1
H 1.581 -0.650 1.357 0.213
C -0.767 -0.421 -0.438 0.112
H 0.264 -2.314 -0.398 0.216
H -1.762 -0.857 -0.270 0.179
C 1.202 0.346 1.090 -0.621
H 1.759 0.697 0.214 0.209
H 1.130 -1.033 -1.277 0.216
C 0.142 -1.452 -1.064 -0.632
H -1.668 1.387 -0.760 0.435
C -0.309 0.331 0.824 -0.324
H 1.437 1.020 1.922 0.215
H -0.110 2.401 0.152 0.167
H -0.833 -0.009 1.725 0.212
C -0.884 1.631 0.265 -0.186
O -0.890 0.724 -1.337 -0.636
H -0.293 -1.801 -2.006 0.225
```

---

Record 3
ORCA calculation (ωB97M-V/def2-TZVPD) on C28H27Cl5CoN4O4S2 as an isolated structure.

Summary:
Energy = -6082.7239 a.u.
Energy above the lowest of the compared OMol25 structures with the same formula, charge and spin = 302.1 kcal/mol
Multiplicity = 4
E_LUMO (alpha / beta) = 3.91 / 3.91 eV
Highest occupied orbital energy (alpha / beta) = 0.87 / 0.27 eV
Total charge = -2
Frontier orbital gap (alpha / beta) = 0.112 / 0.134 Eh

Structure (XYZ):
```
71
Properties=species:S:1:pos:R:3:mulliken_spin:R:1
O -1.102 -1.075 2.897 0.001
H -0.187 -4.600 0.005 -0.003
H 2.020 0.579 -5.737 0.000
C 1.121 -4.922 5.965 0.001
H -0.649 -1.691 2.300 -0.002
C 0.672 -3.953 -0.199 0.012
N 1.851 -2.006 1.177 -0.089
C -1.329 3.789 2.679 -0.001
H 1.374 -4.035 0.621 0.009
C -0.732 -2.270 -1.394 -0.109
C -2.191 -0.953 -2.895 -0.104
H -0.072 1.536 -4.477 0.002
H -2.404 3.964 2.550 -0.002
Cl -0.106 4.583 -3.173 0.000
C -2.480 3.879 -2.117 -0.002
H -1.388 1.716 4.918 -0.004
C -3.358 3.034 -1.444 -0.003
H 4.657 -3.979 2.879 0.000
H -2.176 0.195 4.461 -0.001
Co 0.363 0.419 0.612 1.995
N -0.270 2.319 1.015 0.001
C 0.567 -4.433 4.789 -0.002
H -3.107 -1.936 -4.587 0.035
C 0.243 -2.509 -0.381 0.225
H 0.959 -3.596 2.844 0.010
H 2.433 1.703 -2.686 0.009
C -1.197 1.208 2.851 -0.058
O -1.276 0.082 -0.964 -0.019
S 3.901 -1.735 2.815 0.010
C -1.386 -1.051 -1.787 0.155
H 0.482 -5.255 6.774 0.000
C 0.902 1.297 -4.082 0.010
H 1.163 -4.346 -1.096 -0.004
C 3.663 -3.538 2.780 0.006
C 2.771 -4.043 3.878 -0.008
C 1.383 -4.001 3.754 -0.003
N -0.772 0.137 2.272 0.037
H 2.947 -5.345 7.014 0.000
H -2.633 0.007 -3.129 -0.022
H -2.179 -4.178 -3.891 -0.013
S 2.433 0.590 1.813 0.104
C -0.899 2.453 2.161 0.002
C -1.144 -3.383 -2.217 0.182
O 1.208 0.874 -1.315 0.003
H 2.865 0.424 -4.209 0.000
H 4.394 -4.560 5.176 0.000
Cl -5.035 3.452 -1.293 0.000
H -0.508 -4.374 4.677 0.000
C -0.792 2.125 -2.181 -0.027
C 2.502 -4.971 6.099 0.000
C -1.217 3.422 -2.459 0.005
H 1.209 3.080 -2.519 -0.004
H -0.799 4.548 2.105 0.000
H -1.098 3.910 3.742 0.000
C -2.911 1.751 -1.085 0.002
N 0.817 -1.542 0.372 0.289
O -0.030 3.369 0.295 -0.038
C -1.646 1.297 -1.456 0.053
Cl 1.067 1.746 -2.512 0.015
Cl -3.902 0.718 -0.123 0.001
C -1.964 1.210 4.138 0.004
C 2.547 -1.123 1.806 0.103
Cl -2.957 5.510 -2.485 0.000
H 1.568 -0.708 -4.609 0.000
H 3.266 -3.778 1.795 -0.001
H -2.902 1.757 4.019 -0.003
H -0.773 -4.366 -1.979 0.073
C -1.955 -3.279 -3.324 -0.154
C 3.315 -4.532 5.063 -0.002
C 1.881 0.339 -4.678 0.005
C -2.479 -2.049 -3.714 0.320
```

---

Record 4
ORCA calculation (ωB97M-V/def2-TZVPD) on a 2-piece molecular cluster, C11H11Cl4F3NO6P2 overall.

Summary:
Energy = -3754.8549 a.u.
E_LUMO = -5.20 eV
Highest occupied orbital energy = -12.08 eV
Total charge = +1
Frontier orbital gap = 0.253 Eh

Structure (XYZ):
```
38
Properties=species:S:1:pos:R:3:nbo_charge:R:1
O -3.919 0.985 -1.032 -0.968
F 2.343 0.944 -0.895 -0.306
C 0.277 -2.213 0.243 0.128
O 0.844 -1.393 3.484 -1.061
C 1.311 2.788 0.083 0.239
C -1.819 0.669 1.501 0.769
C 2.378 2.182 -0.422 0.658
O 0.923 0.958 2.592 -0.988
C -0.130 -1.120 0.985 -0.430
P -3.933 -0.618 -0.849 1.152
Cl 2.894 -1.164 -4.446 0.059
H -4.456 1.430 -0.358 0.525
C 2.840 -2.566 -3.394 -0.277
H -2.316 -2.682 -1.737 0.257
F 3.551 2.765 -0.528 -0.279
Cl -5.022 -0.949 0.870 -0.269
F 1.472 3.820 0.922 -0.299
H -0.341 2.866 -1.234 0.244
C -1.384 -0.541 0.704 0.035
C -0.082 2.372 -0.294 -0.502
P 1.039 -0.596 2.272 2.338
Cl 2.124 -3.951 -4.209 0.040
H -0.730 3.044 1.721 0.213
C -2.207 -1.113 -0.289 -0.383
C -1.716 -2.209 -0.967 0.104
C -1.143 2.779 0.748 -0.071
H 1.223 -2.698 0.441 0.279
H 3.851 -2.820 -3.102 0.243
O 2.509 -0.854 1.686 -0.970
N -0.513 -2.734 -0.704 -0.422
O -1.785 0.574 2.684 -0.461
Cl 1.915 -2.194 -1.912 -0.052
H -0.064 1.305 -0.513 0.227
H 0.984 1.026 3.560 0.542
H 3.100 -0.387 2.298 0.524
H -1.625 3.682 0.379 0.219
O -2.206 1.812 0.902 -0.527
H -0.229 -3.552 -1.231 0.465
```

---

Computed maximum force (hartree/bohr) in order:
0.0899; 0.0135; 0.0332; 0.0481